180
Properties=species:S:1:pos:R:3:forces:R:3:mulliken_charge:R:1 method="wB97M-V/def2-TZVPD" homo_energy_ev="0.29 / -6.42" charge=-1 multiplicity=2 lumo_ev="2.0771 / 2.0585" s_squared=0.75
C 6.18247 -0.36825 -0.66932 -0.05 0.12 -0.79 -0.616
C 6.29542 -1.81077 -1.12609 -0.32 -0.94 0.61 0.796
C 6.61361 -1.96500 -2.65615 0.67 0.66 1.72 -1.236
O 7.20819 -2.46321 -0.25011 1.07 -0.71 -1.29 -0.672
H 5.31113 0.05918 -1.16548 0.17 0.53 -0.08 -0.118
H 7.12363 0.11187 -0.93726 -0.12 0.40 -0.31 0.430
H 6.09127 -0.20352 0.40429 -0.27 -0.53 -0.02 0.200
H 5.36738 -2.35763 -0.95940 -0.64 0.31 -0.19 0.032
H 6.71988 -2.99196 -3.00568 -0.52 -0.02 0.20 0.344
H 7.58487 -1.50717 -2.84366 0.07 0.25 -0.09 0.427
H 5.84530 -1.38611 -3.16870 0.00 -0.31 -0.29 0.148
H 7.04285 -2.18568 0.65390 -0.06 0.39 0.24 0.305
C -3.52273 4.16739 -0.43261 0.14 0.74 -0.03 -0.822
C -2.02848 4.62123 -0.46227 -2.64 0.49 0.41 0.725
C -1.90746 6.09164 0.01473 -0.05 -0.59 -1.22 -1.409
O -1.35458 3.77732 0.41362 1.65 -0.80 -0.43 0.031
H -3.71517 3.17453 -0.83917 0.40 -0.06 -0.10 -0.064
H -4.11956 4.88398 -0.99686 -0.18 0.00 -0.07 0.547
H -3.88490 4.15701 0.59540 0.01 0.09 0.13 -0.081
H -1.74630 4.47814 -1.50534 0.86 0.04 0.19 0.235
H -2.57503 6.71045 -0.58487 -0.17 0.07 0.08 0.447
H -0.90664 6.47145 -0.19073 0.12 -0.07 0.43 0.372
H -2.19584 6.17159 1.06285 0.16 0.02 0.02 0.136
H -1.62555 4.00043 1.30715 -0.28 0.03 0.54 0.034
C -3.66189 5.34592 3.89655 0.30 -0.32 0.14 -1.525
C -3.12206 3.93254 4.17066 -1.83 0.13 0.49 0.701
C -4.20779 2.85352 4.46447 0.16 0.04 -0.28 -1.176
O -2.41614 3.64177 3.00916 0.66 -0.08 -1.12 0.132
H -4.16573 5.71753 4.78884 -0.03 0.29 -0.20 0.457
H -4.27788 5.44211 3.00247 -0.52 -0.54 0.17 0.283
H -2.80929 5.96029 3.60716 0.20 0.21 0.59 0.330
H -2.53018 3.97821 5.08483 0.59 0.08 -0.19 0.013
H -4.65281 2.50307 3.53321 -0.13 0.19 -0.14 0.019
H -5.00342 3.16998 5.13895 0.01 0.44 -0.08 0.453
H -3.80919 1.96248 4.94951 0.48 0.04 -0.04 0.222
H -1.82291 2.88962 3.07200 0.32 -0.63 0.77 -0.089
C -3.08103 -1.77266 6.82062 0.37 0.66 -0.42 -1.699
C -2.10105 -1.35063 5.74481 -0.45 -1.62 -0.85 1.372
C -2.81115 -1.08605 4.43959 0.39 -0.36 -0.39 -1.082
O -1.40134 -0.22140 6.10712 0.06 2.03 0.11 1.068
H -3.64968 -0.85608 6.97751 -0.23 -0.14 0.77 0.084
H -2.43208 -2.07704 7.64179 -0.66 0.03 0.58 0.834
H -3.77202 -2.55693 6.51149 0.20 -0.18 -0.02 0.273
H -1.31332 -2.10322 5.71054 -0.28 -0.74 -0.85 -0.080
H -3.21523 -2.01212 4.03066 -0.15 -0.11 0.07 0.364
H -2.12201 -0.70707 3.68489 0.06 0.23 -0.03 -0.564
H -3.62774 -0.37624 4.57165 0.00 0.06 0.05 0.402
H -1.11821 -0.38378 7.00994 0.65 0.35 0.76 -0.939
C -0.30732 -3.48646 0.45444 0.34 0.22 -0.47 -0.801
C 0.41312 -3.71461 1.74843 0.70 -0.26 0.48 1.247
C -0.24624 -3.19874 2.99401 -0.38 1.11 -0.21 -1.264
O 0.65319 -5.08682 1.87009 -0.39 -2.07 -0.28 -0.558
H -0.55450 -2.42674 0.39124 -0.22 -0.01 -0.20 -0.007
H -1.18453 -4.11759 0.31203 -0.13 0.09 0.41 0.287
H 0.35479 -3.73640 -0.37456 0.10 0.10 -0.09 0.179
H 1.43946 -3.34876 1.71858 -0.07 1.21 -0.38 -0.271
H -0.56156 -2.16396 2.86020 0.29 0.33 -0.07 -0.429
H 0.50226 -3.18868 3.78631 -0.43 -0.25 0.42 0.517
H -1.19539 -3.67973 3.23036 0.30 -0.59 0.22 0.237
H 1.17835 -5.27422 2.65155 0.00 0.15 0.13 0.366
C 4.70923 3.69274 -0.61497 0.19 0.23 -0.54 -1.003
C 4.02907 4.04185 -1.95167 0.01 0.51 1.08 0.170
C 3.95860 2.92558 -2.90448 0.75 -0.83 -0.63 -0.621
O 2.71111 4.45324 -1.69029 -0.35 0.90 0.25 -0.607
H 4.22190 2.84869 -0.12692 0.04 -0.24 -0.17 -0.021
H 4.64760 4.51920 0.09303 0.02 0.19 -0.17 0.336
H 5.76060 3.47579 -0.80385 0.06 -0.22 0.23 0.444
H 4.58776 4.84476 -2.43259 -0.14 0.42 0.14 0.384
H 5.00283 2.66616 -3.07881 -0.03 -0.72 -0.40 0.607
H 3.49598 3.23414 -3.84196 0.06 0.04 0.02 0.233
H 3.37191 2.10123 -2.49908 0.19 -0.22 -0.02 -0.250
H 2.43801 3.83425 -1.00921 -0.82 -0.13 0.28 0.171
C 6.40843 -2.72973 4.37712 -0.40 -0.73 0.67 -1.590
C 5.99676 -2.48580 2.98188 -2.23 1.63 -0.47 0.351
C 4.60589 -1.78788 2.88260 -0.28 -1.51 0.29 -0.466
O 6.83356 -1.58019 2.35104 2.33 0.38 -1.30 -0.613
H 6.42115 -1.78746 4.92489 0.05 -0.07 0.17 0.373
H 7.36220 -3.24963 4.46729 0.03 0.11 -0.06 0.376
H 5.61800 -3.37135 4.76654 0.14 -0.04 0.63 0.400
H 5.95064 -3.39528 2.38286 0.31 0.00 -0.07 0.371
H 4.39922 -1.46817 1.86123 0.23 0.03 -0.01 -0.093
H 4.48214 -0.94784 3.56606 0.24 0.05 0.06 0.248
H 3.84508 -2.52694 3.13371 -0.34 0.11 0.15 0.283
H 6.80434 -0.71003 2.75546 -0.17 -0.05 0.21 0.298
C 0.38202 3.34839 5.60996 0.59 -0.15 -1.14 -1.725
C 0.74466 2.32663 4.47061 -0.13 0.72 2.02 0.633
C 1.64228 1.24908 5.01180 0.86 0.26 0.27 -1.309
O -0.41543 1.72804 4.02398 -1.74 -0.10 -1.90 0.434
H 1.28483 3.90954 5.85107 0.02 -0.09 0.47 0.588
H -0.04433 2.82431 6.46534 0.28 -0.05 0.10 0.226
H -0.34843 4.08969 5.28593 -0.07 -0.09 -0.28 0.080
H 1.20400 2.84021 3.62602 -0.05 0.10 -0.04 0.426
H 1.93998 0.53995 4.23941 0.01 -0.03 -0.04 -0.080
H 1.16537 0.70008 5.82375 -0.17 -0.03 -0.05 -0.186
H 2.52674 1.72148 5.43920 0.29 -0.16 -0.03 0.625
H -0.84038 1.21825 4.71762 0.04 -0.45 0.59 -0.407
C -0.09827 0.57460 0.80739 0.62 0.55 0.41 0.812
C 1.24216 1.32527 0.74627 -0.35 -1.44 -0.59 -0.025
C 2.36989 0.32137 0.29353 -0.67 1.03 0.74 -0.494
O 1.09893 2.40934 -0.14652 1.17 0.10 -1.11 -0.009
H -0.02048 -0.08482 1.67181 -0.43 -0.33 -0.18 0.224
H -0.30285 0.07658 -0.14036 0.11 -0.33 0.10 -0.567
H -0.89860 1.29725 0.96652 -0.11 -0.06 0.20 -0.215
H 1.45319 1.74795 1.72857 0.31 -0.32 0.19 -0.227
H 2.26763 -0.13364 -0.69166 -0.41 0.32 -0.19 -0.398
H 2.30591 -0.51029 0.99522 0.32 0.02 0.15 0.205
H 3.34743 0.80148 0.33835 0.08 -0.15 0.14 0.283
H 0.26364 2.84781 0.03134 -0.57 0.45 0.24 0.092
C -1.32931 1.51399 -2.46468 -0.60 0.92 -1.77 -0.486
C -0.13162 1.61479 -3.41080 -0.18 -0.30 1.97 0.774
C 0.32108 3.00835 -3.71926 -0.28 0.07 -0.43 -1.642
O 0.89960 0.95574 -2.71385 1.46 -1.53 -0.88 1.516
H -2.10922 1.95459 -3.08574 -0.81 0.07 0.44 0.814
H -1.19477 2.13306 -1.57769 0.02 -0.26 0.05 -0.600
H -1.60667 0.48313 -2.24442 0.21 0.05 0.13 -0.325
H -0.32655 1.09016 -4.34614 0.10 -0.35 0.09 0.603
H 1.18856 2.91503 -4.37262 0.05 0.26 0.00 0.315
H 0.61229 3.54814 -2.81819 -0.07 0.09 -0.07 0.195
H -0.48176 3.51000 -4.25950 0.07 0.38 0.00 0.478
H 1.04724 1.32500 -1.84010 -0.24 0.64 0.35 -1.118
C -0.90481 -2.78113 -3.88486 -0.26 0.16 0.02 -2.225
C 0.32874 -3.03289 -4.73848 0.73 -1.36 0.64 2.168
C -0.04131 -3.11824 -6.21443 0.61 -1.24 -2.47 -1.172
C 1.15721 -3.14005 -7.27980 0.75 0.47 1.33 -0.868
C 1.97704 -1.93238 -6.96922 -0.43 0.46 -0.19 -1.590
C 2.37889 -1.77381 -5.47302 1.45 0.42 -1.22 1.602
N 1.25674 -1.91670 -4.57931 -0.66 0.67 -0.84 0.686
O 1.64699 -1.63688 -3.25764 0.24 -1.38 -0.01 -0.178
C 3.59668 -2.79154 -5.18178 -0.72 0.80 -1.29 -1.645
C 2.83557 -0.29854 -5.47190 0.91 -0.14 1.26 -2.132
C 0.92048 -4.43621 -4.34941 0.52 0.26 -0.21 -1.795
H -1.66514 -3.52386 -4.12641 -0.07 -0.03 0.04 0.595
H -1.32161 -1.78757 -4.04988 -0.03 0.11 -0.28 0.330
H -0.70512 -2.82940 -2.81440 0.27 -0.20 -0.06 0.018
H -0.39991 -4.10371 -6.51172 -1.04 -0.14 1.00 0.347
H -0.81568 -2.38724 -6.44701 0.23 0.21 -0.28 0.435
H 0.97002 -3.14413 -8.35360 -1.10 0.11 0.12 0.492
H 1.82681 -3.99612 -7.19690 -0.43 -0.59 0.58 0.352
H 1.32719 -1.13938 -7.33930 -0.05 0.75 0.73 0.439
H 2.84235 -1.78565 -7.61560 0.46 -0.44 0.22 0.484
H 3.46098 -3.58098 -5.92100 -0.16 -0.64 0.53 0.418
H 4.55093 -2.40575 -5.54049 0.08 0.62 0.39 0.435
H 3.70491 -3.16107 -4.16206 -0.28 0.12 -0.14 0.203
H 3.29392 -0.07528 -4.50850 -0.19 0.25 0.20 0.307
H 3.63640 -0.10688 -6.18606 -0.08 -0.27 -0.29 0.565
H 2.03302 0.41501 -5.65859 -0.18 -0.24 0.06 0.341
H 1.74873 -4.62597 -5.03213 0.14 -0.13 0.21 0.481
H 0.25210 -5.28786 -4.47618 -0.51 0.30 -0.13 0.433
H 1.28746 -4.51624 -3.32617 0.08 0.41 0.04 0.195
H 1.22553 -0.79737 -3.05959 -0.15 0.76 0.15 0.201
C -3.48966 -2.17616 -1.48031 0.01 0.42 -0.95 -0.943
C -4.37011 -2.15873 -0.23212 0.49 0.03 0.86 2.274
C -3.73592 -1.17051 0.81930 -0.23 0.55 -1.32 -0.504
C -3.87577 0.29628 0.40975 -1.91 -0.11 -0.30 1.270
C -5.43722 0.60266 0.30341 2.02 0.99 0.61 -2.149
C -6.14858 -0.30783 -0.66285 -0.59 -0.98 -0.25 2.286
N -5.77704 -1.74968 -0.43441 0.07 1.58 1.54 0.561
O -6.62017 -2.62823 -1.12906 0.61 -0.20 -0.98 -0.539
C -7.64455 -0.17327 -0.31285 -0.05 0.06 -0.22 -2.230
C -5.95144 0.17139 -2.12428 -0.07 -0.54 0.04 -1.670
C -4.31762 -3.56365 0.42651 -0.79 0.90 -0.32 -1.838
H -3.98552 -2.56546 -2.36950 -0.19 -0.77 0.23 0.456
H -2.54393 -2.69018 -1.30859 -0.14 -0.20 0.02 -0.246
H -3.21728 -1.20005 -1.88167 0.07 0.44 0.55 -0.101
H -4.18881 -1.29861 1.80245 0.04 -0.20 0.00 0.559
H -2.65531 -1.30458 0.86855 0.05 -0.75 0.19 -0.580
H -3.45116 0.49085 -0.57511 0.20 -0.15 -0.09 -0.831
H -3.27917 0.88424 1.10723 -0.53 0.44 0.14 -0.159
H -5.66517 1.60317 -0.06417 0.51 0.29 -0.27 0.475
H -5.88784 0.69037 1.29202 -0.02 -0.89 0.26 0.461
H -7.94721 0.87363 -0.33554 0.15 0.16 0.07 0.421
H -8.31029 -0.67010 -1.01858 0.15 -0.23 -0.02 0.437
H -7.82004 -0.55067 0.69456 -0.03 -0.07 0.01 0.468
H -6.69627 -0.36384 -2.71320 0.13 0.04 -0.31 0.406
H -6.10665 1.24238 -2.25468 -0.23 0.05 0.25 0.358
H -4.96537 -0.03564 -2.54010 0.04 -0.16 0.18 0.233
H -3.28165 -3.85698 0.59626 -0.18 -0.18 -0.26 0.043
H -4.89793 -4.23230 -0.20929 0.42 -0.40 0.06 0.466
H -4.81284 -3.51237 1.39617 -0.07 -0.03 0.06 0.512
H -7.31661 -2.87423 -0.51581 0.09 0.01 0.32 0.340